ORCA calculation (ωB97M-V/def2-TZVPD) on C18H19IN2ReS as an isolated structure.

ORCA input file:
```
! RIJCOSX wB97M-V def2-TZVPD def2/J DEFGRID3
* xyz 2 4
C 0.644 -1.975 0.043
C -0.039 -0.949 1.828
H -0.244 -2.540 -0.276
H 1.168 -2.503 0.843
H 1.356 -2.001 -0.812
H -0.596 -0.149 2.370
H -0.669 -1.835 1.923
H 0.913 -1.049 2.367
C 0.339 0.011 -3.134
C 0.197 0.422 -4.452
C -0.288 1.700 -4.730
C -0.636 2.540 -3.674
H 0.677 -0.983 -2.835
H 0.472 -0.274 -5.246
H -0.399 2.044 -5.756
H -1.036 3.540 -3.811
N 0.033 0.852 -2.121
C -0.468 2.094 -2.351
C -0.822 2.858 -1.165
N -0.649 2.209 0.021
C -1.002 2.767 1.195
C -1.653 4.778 0.037
C -1.501 4.068 1.234
H -0.871 2.137 2.074
H -1.757 4.497 2.198
C -1.328 4.168 -1.162
H -1.432 4.656 -2.134
H -2.027 5.802 0.049
Re 0.089 0.215 -0.087
I -2.484 -0.589 -0.468
S 2.181 0.789 0.368
C 3.235 -0.429 1.081
C 3.369 -0.503 2.479
C 4.104 -1.548 3.037
C 4.725 -2.491 2.209
C 4.645 -2.371 0.817
C 3.930 -1.320 0.246
H 2.872 0.247 3.092
H 4.181 -1.624 4.121
H 5.280 -3.318 2.651
H 5.136 -3.096 0.168
H 3.853 -1.192 -0.833
*
```

The LUMO energy (alpha / beta) is -9.39 / -9.10 eV. The calculation puts the HOMO-LUMO gap (alpha / beta) at 5.58 / 5.89 eV. As for the total energy: -1580.32116 Ha. The HOMO energy (alpha / beta) comes out at -15.0 / -15.0 eV. The energy relative to the best compared isomer or geometry (same formula, charge and spin) is 0.0 kcal per mole. The expectation value of S² is 3.902.